The following is a DFT calculation (ωB97M-V/def2-TZVPD) of a cluster of 19 separate species, C76H209N19O19 in total.

```
323
Properties=species:S:1:pos:R:3:forces:R:3
C 4.2675 -6.4542 -1.5677 -0.48 0.06 -0.03
H -3.0059 -0.1928 -2.2237 0.28 0.12 0.22
C -1.3047 -1.1037 1.0343 -0.12 0.50 0.20
N 4.8927 4.9246 -0.1109 0.03 0.01 0.22
H 0.0762 -9.6577 -4.2232 -0.14 -0.27 0.01
H 1.3380 -8.0965 -1.9235 0.29 0.21 -0.58
H -2.7866 3.8070 4.5120 0.28 -0.40 -0.09
C -2.3177 3.9992 -6.2488 0.50 0.47 0.38
H -2.9704 -8.7049 -5.9889 0.14 -0.50 -0.05
N -0.2123 5.1473 -6.4942 0.14 1.14 0.03
C -4.3489 -5.6104 0.2595 0.81 0.90 -1.25
H 2.9883 5.4841 4.5104 -0.90 0.33 -0.32
H -1.3443 -7.0762 -1.1675 -0.10 0.58 0.22
H -3.4883 -1.3078 -4.1644 -0.18 0.12 0.58
C 5.1520 -0.7100 -2.6310 0.26 -0.41 1.07
H -4.1765 3.1134 -1.5646 -0.09 0.08 0.82
C -4.2730 -0.1948 3.3930 0.66 0.00 0.30
H 6.4746 3.2933 -2.6301 0.05 -0.43 0.13
H -4.0012 2.6901 3.8142 -0.08 0.08 0.00
C -0.2107 -8.6135 -4.0985 -1.22 -0.07 0.61
H -3.9825 -6.0769 -0.6550 -0.14 -0.57 -0.18
H 4.7078 6.5472 -2.5261 -0.05 -0.72 -0.01
H 2.1253 4.2303 -2.3435 -0.48 0.28 0.07
H -0.2533 4.1026 0.4638 0.18 -0.29 -0.19
H -6.6848 -1.7038 -0.4159 0.06 -0.43 0.39
C 5.9539 4.8623 -4.4821 -0.25 -0.11 0.40
H 2.2914 -4.8957 -5.6677 0.16 -0.49 0.16
H -1.3432 3.0986 -0.6223 0.24 -0.20 0.17
H -3.0540 -8.4530 -4.2670 -0.25 -0.11 0.21
C -1.0863 -6.9502 -2.2190 -0.66 -1.93 -0.15
H -8.1012 -4.8504 -1.3431 0.37 -0.84 -0.26
H -2.1769 11.9714 2.5553 0.36 -0.18 -0.66
H -4.5436 -0.5416 -2.2365 -0.56 0.33 0.03
O -5.6851 2.3600 0.1821 -0.89 0.92 -0.43
O 0.6932 8.7807 1.9015 -0.09 -1.00 -1.11
O 2.2068 0.6083 4.9967 0.05 -0.22 0.10
H -5.4375 -5.6651 0.2549 -0.31 0.13 0.09
H -1.8348 -1.9573 0.6120 -0.04 0.30 -0.56
H 4.3460 -5.1959 3.1702 0.35 0.08 -0.43
H 6.7505 4.1381 -4.6524 -0.04 -0.14 -0.32
O 3.3581 -7.4023 -2.1390 0.92 -0.17 0.21
H 3.7969 1.1653 6.2658 -0.21 0.16 0.11
C 1.3938 3.6211 -2.8744 -1.76 0.61 -1.78
H -1.9461 3.1299 -6.7912 -0.24 -0.35 0.25
H 0.4598 5.6756 -5.9563 0.46 0.21 -0.27
C 1.6997 3.7267 4.0935 0.46 0.38 -0.64
H 1.2473 -3.3105 -2.9050 -0.32 0.03 0.45
H -2.3348 -1.2516 -5.3654 0.78 0.53 -0.25
H 1.2200 10.7239 2.2280 0.84 0.24 0.08
C 2.2638 2.2280 0.2316 0.27 -0.18 -0.29
H 6.8524 5.0781 -0.8090 0.10 0.60 -0.73
H 1.9520 2.8731 -3.4375 -0.11 -0.34 0.05
H 0.2313 -5.4677 4.0347 0.14 0.64 0.57
H 3.9188 -0.4345 5.5293 0.03 -0.23 0.12
H 2.9719 2.0018 1.0288 -0.13 -0.50 0.35
H -11.1650 -5.0391 1.8634 -0.88 -0.02 0.07
H -3.1964 1.0405 -0.2018 -0.30 0.11 0.53
N 0.7596 -1.6558 -0.1107 1.95 -1.11 -0.13
H 1.5433 0.4748 6.9309 -0.11 -0.07 0.30
N -7.6338 -3.9551 -1.3349 -0.55 -1.10 -0.58
H 5.2131 9.1002 -3.4686 -0.15 0.19 0.18
C 0.6450 0.5937 0.8864 -1.40 -0.35 -1.82
H 1.5924 -1.9440 -3.6471 -0.91 0.91 1.04
H 0.5200 -2.9926 6.9221 -0.77 -0.27 0.48
C -1.7207 -4.6405 4.3709 0.78 0.08 1.46
H -2.3077 0.3897 5.3382 -0.23 0.44 -0.26
C 3.9355 -8.0980 -3.2623 -1.58 0.56 0.17
C -0.4339 3.7567 -4.5111 -0.56 0.03 1.22
H -1.3944 -3.6566 4.7078 0.22 0.39 -0.27
H -3.1511 3.8025 -5.5744 0.01 -0.43 -0.17
H 3.0439 4.4885 2.0328 0.09 0.53 -0.07
C 2.1306 7.4469 -2.6069 1.16 1.47 0.82
C -3.0739 -0.3487 5.5747 1.02 -1.52 -0.85
H 0.2247 11.8880 1.8283 0.06 0.55 -0.22
O 0.6087 4.4445 -3.8362 1.13 0.25 0.40
C -0.2876 -4.4359 2.2830 -0.12 0.52 0.18
N 0.5531 11.3677 2.6292 0.41 0.91 -0.09
H 4.7951 5.8655 -0.4649 -0.80 0.40 -0.15
H -2.1955 -3.8243 6.8486 -0.20 0.28 0.09
C -2.5639 3.7254 1.7400 -0.10 0.66 0.99
H 6.8522 3.7331 1.0626 -0.17 0.34 0.10
H -7.3305 1.9299 1.2752 -0.39 0.12 0.29
H 3.9131 -2.2404 -2.1793 -0.35 0.01 0.22
C -4.0094 0.9893 -0.9261 -0.27 0.70 -0.62
H -10.0605 -2.9181 0.8398 -0.14 0.27 0.07
N 4.8187 -1.9030 -1.8856 0.59 -1.28 -0.02
H -8.0244 -1.5046 0.8103 0.42 0.53 0.02
H 2.3557 -1.8973 6.4542 0.20 0.48 0.38
N -4.3939 -3.6808 -1.2469 -0.68 -0.86 0.63
H -4.1804 -2.4157 5.6857 -0.32 -0.84 0.36
O 3.6702 -3.3540 2.3875 0.83 2.38 -1.26
H -4.5896 -0.7307 2.4982 -0.19 0.18 0.10
H 3.4625 -1.4536 -5.0834 -0.05 0.45 0.22
H -3.3176 -0.4200 8.0977 0.01 0.02 0.25
H 1.7136 7.3770 0.7794 -0.10 -0.09 0.22
H 1.0547 8.7541 -0.0737 -0.07 -0.19 -0.50
H -7.0372 3.6529 0.8539 -0.23 -0.14 0.27
H -2.0156 -6.7825 -2.7633 0.02 0.53 -0.05
H 3.5176 8.9722 -1.6715 -0.90 0.06 0.06
O -1.1942 -8.2501 -5.1144 0.46 -0.46 0.84
N 2.0187 -2.6974 -3.1266 -0.27 0.97 -0.66
H -0.0156 7.4189 0.3504 -0.38 0.00 0.58
C -2.6609 -4.7763 6.5933 1.11 -0.07 -0.14
H 1.7386 -5.2290 -3.9719 0.40 -0.24 -0.02
H -1.1362 -4.1871 1.6458 -0.09 -0.22 -0.19
H -2.6139 -3.0855 -2.0547 -0.11 -0.37 0.38
H -0.5217 0.9669 -2.8765 0.78 0.26 -0.41
H -1.5376 5.5426 -4.9773 0.05 0.00 0.20
O -2.4362 -1.2916 6.4570 -0.84 0.90 0.02
H 3.6490 -3.5636 -4.0165 0.25 -0.30 -0.42
C 3.7595 4.4335 2.8531 -0.15 -0.72 -1.18
C 3.5370 8.1417 -2.3772 0.58 0.72 -1.12
H 7.0825 -0.8037 2.3503 -0.04 -0.42 -0.01
H -4.9410 3.6184 1.6515 -0.72 -0.24 -0.22
C 6.0188 4.3759 -0.8179 1.34 -0.60 0.02
H 4.7516 3.5499 -2.4056 -0.32 0.21 -0.06
N 4.5152 7.2207 -1.7985 -0.57 -0.35 -0.18
H 0.3504 -8.5582 -0.8213 -0.18 -0.38 0.39
H -1.3680 -9.1175 -2.2647 -0.27 0.07 -0.25
N 0.5707 -8.7397 -1.7902 0.34 -0.44 0.41
H 3.7377 4.0014 6.0746 -0.47 -0.24 0.26
H 8.9167 1.6954 -3.4695 -0.74 0.34 -0.11
H 0.4122 -2.3595 -0.7465 -1.12 -0.37 0.33
C -2.4045 -1.2870 -4.2782 -0.13 -1.27 0.13
H -2.6692 10.4876 3.3167 0.04 0.00 0.36
C -2.4979 -3.8333 -4.4394 -0.43 0.54 0.85
H 1.5867 -6.0512 -0.7128 -0.18 -0.30 0.44
C 1.3397 0.0108 5.9658 0.63 0.01 -0.32
H -1.7263 -6.7507 2.3995 -0.17 0.64 -0.31
H 5.4077 7.6931 -1.8168 0.20 0.42 0.40
H -0.0662 7.1298 -3.9610 0.04 -0.04 0.01
H 4.5792 5.1388 2.7159 -0.28 0.32 0.24
H 4.1446 0.5914 -1.2894 -0.04 -0.17 0.13
H 0.3316 0.2798 5.6503 -0.14 0.04 -0.02
H 1.0310 -0.1512 -7.3188 -0.41 -0.68 0.05
H 1.6931 3.0941 0.5665 -0.24 0.05 -0.09
C -1.1535 4.6640 -5.4956 0.56 -0.58 -1.18
H -3.0463 2.7933 1.4460 0.01 -0.42 -0.12
H 1.9373 -4.7147 0.4175 0.16 0.05 -0.19
C 4.1306 0.3389 -2.3496 0.02 1.58 0.17
H -0.9883 8.4870 -3.3025 0.49 0.44 -0.07
C -1.8467 11.1998 3.2507 0.25 0.23 -0.07
N -4.8268 4.5822 1.9310 -0.25 0.28 0.10
N -0.9777 -6.6272 3.0661 -0.57 -1.33 -0.20
H 5.2002 -6.9334 -1.2699 0.19 -0.06 -0.19
H -11.1017 -6.4267 0.7162 -0.35 0.00 0.29
C -5.4447 1.0578 -0.2467 0.85 0.10 -1.19
O 1.4423 1.1347 -0.1817 0.58 0.25 1.19
O 1.5495 -1.6449 -5.8794 0.74 1.13 -0.72
H 5.5321 -2.8688 3.1449 0.35 -0.16 -0.17
H 9.1776 0.1179 -2.9414 -0.20 -0.57 0.32
H -2.6587 -4.4759 3.8405 -0.48 -0.56 0.21
H -1.2192 3.4936 -3.8025 -0.03 -0.53 0.58
H -5.3717 -3.2407 1.2702 -0.15 0.08 -0.10
H -0.3654 -6.1395 -2.3250 0.07 -0.21 -0.26
H 2.1749 -4.6219 -1.3574 0.38 0.52 0.14
H -2.7853 -4.1598 -0.1213 0.30 -0.14 0.70
H 0.4863 -4.9476 1.7108 -0.25 0.01 -0.03
N 4.0563 3.8965 5.1219 -0.50 -1.33 1.22
H 4.4524 -5.7086 -2.3409 0.32 0.31 -0.08
C -7.7282 -1.8932 -0.1640 -1.22 0.37 0.24
H -5.3819 -1.4728 5.2448 -0.28 0.23 -0.14
C -9.7216 -3.5071 -0.0125 0.48 -1.57 1.19
H -4.3737 2.0951 -2.8132 0.53 -0.67 -0.50
H 6.4906 0.0917 0.9878 -0.23 0.16 0.08
H -1.6656 0.1677 7.7267 -0.02 0.25 -0.08
H -7.7318 -3.8188 0.7074 -0.12 -0.23 0.11
H 4.9858 4.4755 -4.8004 -0.09 -0.44 -0.01
C 3.0749 4.4483 4.1819 0.77 1.25 0.19
C -2.4670 -8.9337 -5.0496 0.95 1.30 0.68
H -1.6853 3.5223 2.3523 0.48 -0.16 -0.16
C -0.5472 9.4310 1.8586 -1.27 -0.35 1.86
H 4.7939 -1.7256 -0.8916 -0.29 0.31 -0.18
H 4.4261 -9.0433 -3.0302 0.27 0.21 0.39
H 2.1863 6.7423 -3.4367 -0.09 0.10 -0.37
H 1.3255 3.4785 5.0867 -0.34 0.30 0.15
H -5.1033 0.2724 3.9226 -0.39 -0.12 -0.19
H -0.4542 6.0490 3.0079 0.39 0.34 -0.17
H 4.5552 -7.4291 -3.8595 0.23 -0.04 0.07
N -3.8004 -0.2770 -1.6059 -0.48 -0.87 0.62
H 0.1630 -0.5719 -3.5529 -0.14 -0.19 0.47
H -0.6430 7.1467 -2.2950 0.65 -0.13 0.48
C 3.5720 -4.4320 3.2440 -0.28 -0.16 1.34
H 0.7901 -4.3259 -5.0809 -0.06 0.78 0.13
O -2.2782 4.5240 0.6312 1.17 -0.16 -1.32
C -0.2062 7.7602 -3.0829 1.07 0.73 -0.25
H -0.2447 10.0156 3.9118 -0.01 -0.45 -0.02
N 0.3637 -1.9967 6.9840 1.29 0.19 0.77
H -1.6245 -1.8502 -1.9129 0.19 0.31 -0.03
H 1.1565 0.3392 1.8147 0.62 -0.44 -0.21
H 0.5950 3.1911 -2.2701 0.67 -0.39 0.64
N -1.7060 -2.7567 -2.3507 -0.62 -0.44 0.32
C -3.5631 4.5102 2.6163 0.74 -1.44 0.83
H -2.3713 -9.9882 -4.7909 0.05 -0.16 -0.41
C 6.6310 3.3010 0.0866 -0.21 -0.65 0.08
H -1.9893 -4.7488 -4.1374 0.06 -0.03 -0.37
H 4.6807 -3.9998 -0.7635 0.08 0.00 -0.38
H -3.6291 0.6431 3.1257 0.26 -0.16 -0.26
C -0.5663 0.2286 -3.6771 -0.66 -0.39 -0.22
O -1.9220 -0.1754 -3.5513 -0.05 -0.31 -0.71
C -0.5214 10.4836 2.9671 -0.84 -0.29 -0.09
H 6.6592 0.0594 -1.1537 -0.53 -0.11 0.36
H -3.5073 -3.8955 -4.0327 -0.17 -0.10 0.17
H 3.0419 -8.3320 -3.8411 0.21 -0.27 -0.36
C 8.5016 0.9581 -2.7823 -0.31 -0.20 0.17
H 0.6978 -8.0450 -4.2970 -0.21 0.37 -0.15
H 2.6020 -4.9035 3.0866 -0.01 0.01 -0.10
H 2.6861 -0.6560 -7.4158 0.26 -0.12 0.34
O 0.7146 4.4094 3.2488 0.97 0.38 1.16
H -2.6369 -3.7362 -5.5162 0.50 -0.06 -0.04
H -5.3913 -3.8128 -1.1578 -0.63 -0.33 -0.53
H 3.5942 -4.0523 4.2655 -0.09 -0.19 0.39
H -4.6436 5.0371 1.0481 -0.10 0.31 -0.30
C -2.3265 -0.6990 7.7400 0.27 -0.64 0.19
H 3.1066 0.0478 -2.5835 0.04 -0.15 -0.19
C 6.1697 -0.4180 1.8962 0.51 0.12 0.49
C 5.7315 4.0113 -2.2830 1.16 -0.05 0.45
H 7.6070 2.9198 -0.2135 -0.18 -0.18 -0.54
H -1.7100 11.7812 4.1626 -0.23 -0.34 0.31
H -3.9157 -2.2457 1.0351 -0.09 0.06 0.06
H 3.3480 -1.6075 0.8009 -0.70 -0.15 -0.55
H 7.2134 -1.2016 -2.2654 -0.08 -0.39 0.28
C 1.8764 -0.4714 -6.7098 -1.10 -0.43 0.56
H -3.6974 -4.6003 6.3056 0.02 -0.13 -0.67
H -11.9473 -4.9664 0.1663 -0.45 0.12 0.44
H -0.3996 0.5805 -4.6952 0.08 0.58 0.05
H -4.3498 -2.6774 -1.3533 0.55 0.48 0.47
H 4.2136 3.4519 2.7177 0.11 -0.26 0.09
O 7.1356 0.6537 -3.0322 0.40 0.95 -0.99
C 1.4104 -1.5114 6.0726 -0.61 -0.83 -0.75
H -5.1829 -7.8205 1.1794 -0.17 0.18 -0.19
H -6.2059 0.8452 -0.9973 0.03 -0.43 -0.52
H 2.9204 2.5077 -0.5923 -0.33 0.07 -0.23
H -1.0714 4.8216 -0.9701 0.23 -0.11 -0.04
O -3.8196 -6.2505 1.3871 0.01 0.63 0.62
H -5.6432 0.3734 0.5780 0.57 -0.43 0.12
C -1.1318 4.0724 -0.1807 -1.68 1.04 1.09
C 2.7885 -2.2251 -5.4559 0.23 -0.06 0.60
H 3.7532 -6.5160 0.4681 -0.09 0.10 0.30
C 3.7030 -5.7684 -0.3235 -0.03 1.04 0.05
H 8.5905 1.3322 -1.7624 0.30 0.01 0.18
C -7.0659 2.6288 0.4818 0.96 0.29 1.31
H 5.2891 5.0569 0.8086 -0.53 0.06 0.49
H -2.8114 -1.7187 3.8562 0.10 -0.17 0.23
H -8.0775 -3.5061 -2.1232 0.19 0.40 -0.50
C 6.5814 -0.3183 -2.1733 0.33 -0.30 -1.33
H 3.2994 -2.5950 -6.3448 0.04 -0.67 0.05
H -3.1208 5.4886 2.8039 -0.21 0.17 0.05
C -0.1393 -0.5885 0.1920 0.27 0.11 0.82
H 0.3395 -1.7509 4.2706 -0.58 -0.55 -0.05
H -0.0835 1.3481 1.1833 -0.30 0.26 0.04
C -8.1774 -3.3418 -0.1655 -0.21 0.98 0.43
C -4.2844 -3.2588 1.1957 0.18 0.12 0.52
H 1.4754 -1.3107 -0.7341 0.72 0.58 0.23
O 1.0863 8.4430 -2.7763 -1.00 -1.98 -0.08
O 5.9307 5.1728 -3.0923 -0.35 0.21 -0.42
H 1.0911 -3.3155 4.8822 -0.18 0.12 -0.13
H 4.9344 4.3921 5.1796 0.06 0.32 -0.88
H -0.5793 -1.7604 6.7101 0.15 -0.19 -0.62
H -0.0396 2.8334 -4.9354 -0.08 -0.07 -0.49
H 6.1038 5.7448 -5.1041 0.31 0.24 0.47
C 2.2804 -5.2462 -0.4701 -0.44 -0.88 -0.77
H 4.3258 7.9329 -4.4198 0.12 -0.46 0.12
H -1.2882 8.6665 2.0922 -0.56 -0.07 -0.21
H 3.5178 -0.2316 1.5209 -0.06 0.51 0.25
N 3.9986 -0.8381 0.8721 -0.12 -0.13 0.52
C 2.6400 -3.2689 -4.3046 -0.32 -1.18 -1.63
C -3.5970 -1.1712 4.3769 -0.39 2.60 -0.60
H 1.2686 6.4328 3.6039 -0.17 0.14 -0.71
H 5.0877 -1.0167 -3.6750 0.69 0.31 -0.24
H -10.3406 -3.2938 -0.8840 0.26 0.36 -0.31
H 5.5398 -2.1079 0.7720 0.49 -0.30 0.19
N 4.5948 -4.6318 0.0196 0.56 -0.98 -0.37
H -3.9305 -3.6272 2.1586 0.15 0.05 0.10
H 0.1139 -3.4808 2.6215 0.14 0.02 -0.06
H 4.1758 0.9930 4.5523 -0.26 0.18 -0.01
H 2.0303 0.4072 -6.0832 0.70 -0.13 0.27
H -0.8019 9.9019 0.9092 0.28 0.03 -0.35
C -4.1320 -7.6074 1.3753 0.39 -1.07 0.06
H -0.7595 -2.6544 -4.0996 0.17 0.20 -0.63
H -3.5010 -8.1272 0.6543 -0.15 -0.10 -0.55
C -0.6012 -8.4054 -2.5699 0.69 1.56 -1.38
C -11.1576 -5.3427 0.8166 1.12 0.17 -0.53
C 0.8320 8.0123 0.6933 1.33 0.91 -0.08
C 5.1392 -1.4554 1.5479 -0.66 -0.97 -0.61
C -3.7543 2.1734 -1.9198 -1.55 1.07 0.83
H -2.7117 -5.3658 7.5087 0.32 -0.31 -0.20
N -4.6271 -2.0275 4.8672 0.13 -1.42 0.41
H 4.3548 -1.6887 3.5197 -0.65 0.09 0.14
H 5.9351 2.4905 0.3037 -0.01 -0.28 -0.23
H -1.8453 -1.4502 8.3662 -0.25 0.15 0.27
H 1.9780 -2.0295 4.0038 0.38 -0.24 0.04
H 4.3936 1.2601 -2.8696 -0.20 0.21 -0.30
H 3.5934 9.4353 -4.1765 0.05 0.42 0.24
H 1.8760 2.7772 3.5880 -0.11 -0.07 0.03
H 5.7935 0.3020 2.6230 -0.24 0.24 -0.12
H -8.3086 -1.3533 -0.9122 -0.13 0.22 -0.13
H -1.0518 -1.4823 2.0247 0.71 0.21 0.10
H -1.9732 -0.2609 1.2101 -0.45 -0.15 -0.10
H -4.4205 4.2417 4.6335 -0.43 -0.15 -0.30
H -2.6393 4.6987 -7.0205 -0.10 0.08 0.14
C 3.5769 0.5878 5.3679 -0.01 -0.44 -0.23
C -0.6822 -5.2806 3.4702 0.48 -0.28 0.08
C 0.3975 5.7782 3.6320 0.19 -1.31 0.40
H -0.4447 -0.2315 -0.7916 -0.89 0.88 0.17
H -1.2955 -7.1412 3.8754 0.17 -0.19 0.27
C 1.8218 -4.4920 -4.7707 0.54 -0.08 -0.43
H 2.0063 6.8506 -1.7030 -0.51 -0.08 0.20
C 4.6834 -2.3406 2.7103 0.37 -0.94 0.83
C -3.8586 -4.1502 0.0685 -0.31 -0.11 -0.75
O -9.9099 -4.9176 0.3138 1.18 0.79 -0.88
H -7.8695 2.5999 -0.2540 0.65 -0.42 -0.94
H 0.0715 5.8346 4.6705 -0.24 -0.29 0.27
C -3.7260 3.7341 3.9640 0.51 1.25 -0.31
H 0.3135 4.4126 -6.9456 -0.11 -0.36 0.03
C -1.8035 -2.6298 -3.7871 0.92 0.45 -1.07
H -3.8853 -8.1124 2.3092 0.01 0.57 0.39
O -1.7876 -5.4128 5.6256 -1.59 0.45 -0.75
H 4.2435 -4.0774 0.7873 -0.28 -0.30 0.11
C 1.1962 -2.2408 4.7333 0.48 1.61 -0.38
C 4.2151 8.7050 -3.6585 -1.28 -0.14 -0.51
H -2.7298 2.5016 -2.0951 0.16 -0.96 -0.35
H -3.9654 0.0784 6.0339 0.11 0.35 0.29
```
Positions in Å, forces in eV/Å.

Max |F| in hartree/bohr: 0.05481
Energy relative to the best compared isomer or geometry (same formula, charge and spin) in eV: 3.0803
Net charge: 0
LUMO energy in Eh: 0.01448
Kohn-Sham gap in eV: 8.80